Record 1
9
Properties=species:S:1:pos:R:3:lowdin_charge:R:1 method="wB97M-V/def2-TZVPD" max_force_ha_per_bohr=0.1792 smiles=Sn1cncn1
S 0.7596 0.7596 -1.9776 0.85
N 0.0101 0.4251 -0.4697 -0.52
C -0.8923 -0.4018 -0.3599 -0.23
N -1.0472 -0.5597 1.0447 0.06
C 0.0083 0.0484 1.5662 -0.28
N 0.6872 0.7157 0.7116 0.06
H 1.7938 -0.0171 -2.0313 -0.17
H -1.3891 -1.0909 -1.0726 0.14
H 0.0696 0.1208 2.5884 0.09



Record 2
9
Properties=species:S:1:pos:R:3:lowdin_charge:R:1 method="wB97M-V/def2-TZVPD" max_force_ha_per_bohr=0.1392 smiles=Sc1cn[nH]n1
S 2.4677 0.1063 -0.0474 0.73
C 0.6225 0.0868 0.0507 -0.65
C -0.3522 1.1066 -0.0278 -0.19
N -1.5781 0.6222 -0.0114 0.06
N -1.2751 -0.6507 0.0271 -0.15
N -0.0368 -1.0311 -0.0500 0.03
H 2.5709 -1.1692 0.3166 -0.15
H -0.2838 2.2101 0.0206 0.11
H -2.1350 -1.2811 -0.2784 0.21



Record 3
10
Properties=species:S:1:pos:R:3:lowdin_charge:R:1 method="wB97M-V/def2-TZVPD" max_force_ha_per_bohr=0.0799
C -0.2975 -1.7414 -0.7167 -0.15
C 0.5546 -0.9521 0.0768 -0.25
N -1.0342 -0.8800 -1.4489 -0.07
N -0.8197 0.3194 -1.4350 0.15
N 0.5555 0.3082 -0.1900 -0.50
S -0.3608 2.8085 0.8529 0.35
S 1.3731 1.6385 0.4978 0.50
H -0.6713 -2.6744 -0.5408 0.06
H 1.3679 -1.4309 0.8084 0.16
H -0.6677 2.6041 2.0955 -0.24



Relative energy (zero: lowest compared OMol25 entry of this formula, charge and spin) readings, ordered: 188.4, 125.4, 250.8 kJ/mol
Frontier orbital gap readings, ordered: 0.3813, 0.3674, 0.3193 Ha